Density functional theory data (wB97M-V/def2-TZVPD) for C29H44F36N9O26S12 as an isolated structure.

Orbital gap = 3.54 eV
Highest occupied orbital energy = -0.0919 hartree
Multiplicity = 1
Charge = -3

Structure (XYZ):
```
156
Properties=species:S:1:pos:R:3:forces:R:3:lowdin_charge:R:1
C 24.961214 1.206114 -6.501453 0.2 0.3 -1.0 -0.0374
C 23.576121 1.485683 -7.162908 1.7 0.3 0.2 -0.2459
C 23.767919 2.305822 -8.507217 -1.7 -1.6 -0.9 -0.1597
O 24.319144 1.506167 -9.545131 1.0 -0.2 2.6 -0.1935
C 24.261168 1.974431 -10.870625 -0.6 0.4 -1.2 -0.0826
N 22.864494 0.152614 -7.333680 0.3 0.6 -1.3 0.2343
H 22.749300 -0.394614 -6.492627 -0.2 0.1 0.4 0.1693
H 21.996287 0.262562 -7.837881 -1.1 0.3 0.2 0.1208
H 23.273813 -0.468874 -8.016559 1.2 -0.5 -0.6 0.1093
H 25.610789 2.073527 -6.384180 -0.7 0.6 0.2 0.0863
H 25.560098 0.714059 -7.267825 -0.1 -0.8 0.1 0.0825
H 25.003871 0.684555 -5.545288 -0.4 -0.2 -0.2 0.0767
H 22.889759 2.034076 -6.517721 0.2 0.3 0.0 0.1391
H 24.236658 3.269596 -8.308378 0.6 -0.2 0.1 0.1351
H 22.760068 2.542348 -8.848372 -0.4 0.4 0.0 0.1162
H 24.613610 2.987978 -11.061971 0.3 0.2 0.5 0.0957
H 23.226861 1.947143 -11.213518 -0.1 -0.1 -0.2 0.0909
H 24.863485 1.316006 -11.496552 -0.2 -0.1 0.2 0.0881
C 35.301135 9.134521 -19.149666 0.2 0.1 0.0 -0.0430
C 34.133602 8.347307 -19.773392 2.6 -0.3 2.8 -0.2936
C 33.472050 7.446748 -18.687908 0.4 -1.2 0.6 -0.1641
O 34.391045 6.856554 -17.719672 0.2 0.3 -2.4 -0.1894
C 33.844758 5.716820 -16.987523 -1.0 1.7 2.0 -0.0510
N 33.100857 9.166943 -20.527141 0.5 -1.6 -0.3 0.2480
H 32.469159 9.765770 -20.014821 0.2 0.4 0.8 0.1746
H 33.515471 9.669727 -21.298759 0.3 0.4 -0.1 0.1671
H 32.510699 8.464446 -20.949416 -0.6 -0.3 -0.4 0.1672
H 35.069501 9.694633 -18.243720 -0.3 0.3 -0.3 0.0964
H 35.916394 9.684553 -19.861713 -0.5 0.6 -0.2 0.0782
H 36.050362 8.425986 -18.796488 -0.4 -0.5 0.1 0.0935
H 34.663139 7.629100 -20.399392 -0.7 0.4 -1.0 0.1549
H 33.093939 6.616057 -19.283809 -0.9 -0.1 0.3 0.1297
H 32.717104 8.010483 -18.139852 -0.4 -0.1 0.0 0.1355
H 33.301209 4.885122 -17.435782 0.3 0.3 -1.0 0.0968
H 33.175724 6.245420 -16.308491 -0.8 -0.5 0.0 0.0825
H 34.537922 5.339308 -16.235782 0.8 0.0 -0.8 0.1001
C 31.047851 4.215706 -15.147832 0.1 1.2 -0.3 -0.0900
C 31.081723 2.938211 -14.380098 -0.5 0.3 1.8 -0.2484
C 29.639441 2.420632 -14.181988 3.2 -1.6 0.0 -0.0536
N 29.762189 1.113762 -13.271840 -1.9 -0.7 0.9 -0.1783
C 30.280556 1.309719 -11.807353 -0.6 1.2 -1.0 -0.0674
C 29.800515 0.244888 -10.800557 2.7 -0.5 -0.4 -0.1680
C 28.388268 -0.118238 -10.912899 -1.2 0.0 0.7 -0.2233
C 27.970982 -0.514873 -12.308861 -0.8 1.1 -0.5 -0.1404
C 28.250376 0.662822 -13.235220 1.3 1.0 0.4 -0.0765
C 30.578538 -0.009894 -13.880399 -0.8 0.3 -0.1 0.0165
H 30.478774 4.172617 -16.076488 0.1 -0.2 -0.2 0.0807
H 32.043345 4.626685 -15.315691 0.1 -0.3 -0.2 0.0518
H 30.593572 5.001079 -14.543761 -0.3 0.0 0.1 0.0804
H 31.470721 3.184913 -13.392211 0.2 0.1 0.1 0.0892
H 31.785919 2.188236 -14.740300 -0.5 0.0 -0.4 0.0885
H 29.397740 2.120303 -15.201536 -0.9 -0.5 0.3 0.1242
H 28.912773 3.124165 -13.775686 0.2 -0.2 0.2 0.1251
H 29.989168 2.306648 -11.476703 -0.5 0.0 -0.3 0.1047
H 31.359165 1.399237 -11.936554 0.1 -0.5 0.4 0.1067
H 30.013549 0.578766 -9.785049 0.2 0.4 -0.1 0.1251
H 30.478301 -0.593384 -10.961848 -0.1 -0.4 0.1 0.1023
H 27.893301 0.757234 -10.492598 -0.8 0.6 -0.9 0.1167
H 27.981185 -0.817575 -10.182605 0.8 -0.8 0.0 0.1104
H 26.884892 -0.575339 -12.239260 -0.1 -0.4 -0.6 0.0996
H 28.373980 -1.453950 -12.688098 0.0 0.0 0.3 0.1217
H 27.785630 1.539500 -12.784072 -0.3 0.0 -0.1 0.1262
H 27.968792 0.674371 -14.288158 -0.2 -0.8 0.2 0.1233
H 31.642071 0.093797 -13.665308 0.0 0.7 -0.8 0.0878
H 30.194461 -0.068945 -14.898781 0.9 -0.1 -0.3 0.1021
H 30.391426 -0.979616 -13.419177 -0.8 0.4 0.2 0.0691
C 21.164515 -1.637993 -18.883358 -1.6 0.2 1.3 -0.6232
F 20.606443 -2.446995 -19.748912 0.4 -0.9 -1.8 0.1212
F 20.766200 -0.391426 -19.234725 0.8 -0.4 0.4 0.0994
F 20.474823 -1.977858 -17.741630 1.5 0.9 -0.1 0.0824
S 23.061612 -1.884347 -18.826611 3.0 -0.3 -0.6 0.6747
O 23.341874 -3.339116 -18.871877 -1.9 2.3 0.8 -0.3324
O 23.675256 -1.267127 -19.994423 -1.8 0.6 0.7 -0.3221
N 23.506056 -0.988329 -17.424572 -2.8 -1.1 -3.6 -0.2985
S 24.547702 -1.937800 -16.797120 4.4 -0.6 2.5 0.5585
O 23.958774 -3.144695 -16.256522 0.7 0.2 0.1 -0.3397
O 25.829321 -1.981230 -17.555174 -2.3 -0.3 1.6 -0.3323
C 24.979193 -0.837224 -15.161919 -2.3 -1.7 -2.8 -0.6206
F 23.885723 -0.072444 -14.971781 0.7 -0.6 1.1 0.0934
F 25.273337 -1.653020 -14.129967 -0.4 0.9 -0.2 0.1132
F 25.978778 -0.056999 -15.431181 1.3 0.8 0.3 0.1512
C 24.842367 -2.455771 -9.747815 -0.5 0.1 -3.2 -0.5452
F 25.176365 -2.111239 -8.500638 -0.2 0.5 -0.6 0.1136
F 24.872478 -1.399635 -10.680415 0.1 -1.3 2.5 0.0613
F 25.754188 -3.338986 -10.221986 -1.1 0.7 1.0 0.1242
S 23.034584 -3.186619 -9.885347 0.0 -2.9 2.1 0.6558
O 23.001343 -3.867103 -11.157691 0.0 2.0 0.4 -0.2596
O 22.875380 -4.139865 -8.787355 0.8 1.5 -0.1 -0.3436
N 21.986827 -1.906088 -9.488544 2.9 -2.3 0.7 -0.3319
S 21.178690 -1.694627 -10.783453 -2.3 -0.1 -4.8 0.5781
O 22.021021 -1.090592 -11.822423 -1.8 -0.3 1.4 -0.2846
O 20.252853 -2.789953 -11.217320 1.9 2.7 1.5 -0.3086
C 20.029042 -0.435275 -9.977862 0.3 -1.2 -1.1 -0.7650
F 20.679001 0.630880 -9.526999 1.0 0.8 1.0 0.1154
F 19.111578 -0.006142 -10.759972 -1.3 1.3 -3.0 0.1834
F 19.315767 -0.990086 -9.034154 0.2 -1.1 2.6 0.1419
C 26.039728 6.128460 -15.824650 -0.2 -0.2 0.3 -0.5949
F 24.812304 6.606319 -16.030266 0.6 0.3 -0.3 0.1098
F 26.818031 6.361615 -16.935537 -0.9 0.1 1.6 0.0824
F 26.547338 6.749403 -14.721898 -0.1 -0.3 -1.6 0.1006
S 25.939829 4.265088 -15.475743 0.7 -1.9 -2.4 0.6880
O 26.873367 3.649217 -16.415952 -1.6 1.0 0.4 -0.3158
O 26.381037 4.140681 -14.111306 -0.8 0.3 0.1 -0.3251
N 24.242499 3.846006 -15.939317 3.8 1.2 0.7 -0.2540
S 23.634819 3.732781 -14.503163 -0.9 -1.3 2.0 0.5188
O 24.127567 2.570918 -13.775814 -0.6 0.8 0.0 -0.3286
O 23.555418 4.989938 -13.771708 -0.4 -0.5 -0.3 -0.3307
C 21.865502 3.179753 -14.825482 0.0 -1.2 -0.3 -0.6344
F 21.158543 4.046776 -15.565138 0.1 0.0 0.3 0.1129
F 21.791687 1.963760 -15.407311 0.4 1.0 -0.1 0.1226
F 21.270041 3.005764 -13.629437 0.1 0.7 -0.1 0.1009
C 30.014414 -3.479261 -15.833993 0.8 0.5 -0.5 -0.6237
F 29.390761 -2.438162 -15.284193 -0.4 -0.2 -0.6 0.1257
F 31.010628 -3.764696 -14.989740 0.2 -0.5 -0.3 0.1109
F 29.193862 -4.521671 -15.932885 0.3 0.5 0.0 0.1497
S 30.739211 -3.058870 -17.621669 -1.5 0.4 -1.6 0.7135
O 31.779922 -3.973924 -18.021708 0.4 0.4 1.6 -0.3162
O 29.586979 -3.174806 -18.540848 1.6 0.9 2.4 -0.3150
N 31.366925 -1.409627 -17.286534 -0.9 -4.1 1.6 -0.2939
S 31.029072 -0.701093 -18.583048 -1.6 4.1 -4.9 0.5142
O 31.837069 -1.126973 -19.738109 -0.7 0.5 1.2 -0.3502
O 29.620106 -0.406079 -18.850862 1.4 -0.4 0.4 -0.3315
C 31.634986 1.183740 -18.299025 -0.6 -2.3 1.7 -0.6168
F 32.936468 1.128951 -18.111487 1.2 0.5 -0.3 0.0971
F 31.375577 2.060646 -19.262665 -0.2 -0.2 -0.1 0.1276
F 31.110268 1.669051 -17.126270 0.0 0.0 -0.8 0.0708
C 33.173497 9.782817 -9.715938 1.0 -2.2 -2.0 -0.7227
F 34.008687 10.721776 -10.152485 0.2 0.6 0.1 0.1210
F 33.168454 9.759195 -8.424238 -0.5 0.5 1.7 0.1633
F 31.975842 10.018848 -10.229041 -0.3 0.2 0.3 0.1435
S 33.879283 8.108164 -10.329424 0.9 -1.0 1.0 0.6669
O 34.148705 8.379402 -11.733520 -1.0 -0.2 1.0 -0.3258
O 35.072108 7.784450 -9.554328 -1.3 0.9 -0.2 -0.3252
N 32.631540 7.028201 -9.797778 1.7 2.4 -0.6 -0.3173
S 32.447876 6.101543 -11.045881 0.7 -1.1 -2.6 0.5722
O 31.714007 6.782272 -12.130852 0.6 -1.6 1.3 -0.3513
O 33.713396 5.414876 -11.401150 -2.6 0.7 0.4 -0.3303
C 31.244132 4.716488 -10.355858 0.0 0.1 -1.6 -0.5578
F 31.806738 3.499878 -10.567431 -0.5 1.2 0.5 0.0997
F 30.912616 4.839570 -9.070550 0.1 -0.1 -0.5 0.1230
F 30.094211 4.768821 -11.132146 1.2 -0.2 1.3 0.0612
C 35.365940 1.378529 -15.225470 -2.4 0.4 0.0 -0.6930
F 34.272329 1.244659 -16.037408 1.4 -0.4 0.8 0.0961
F 36.352285 0.610645 -15.571236 0.5 -0.6 -0.6 0.1779
F 35.728711 2.652577 -15.325016 0.4 0.3 0.1 0.1295
S 34.888913 1.036700 -13.459670 -1.4 0.8 3.6 0.7903
O 36.150428 1.129050 -12.670536 -2.3 -0.1 -2.1 -0.3354
O 33.807710 2.060870 -13.065588 3.1 -3.5 -2.0 -0.3427
N 34.346119 -0.667165 -13.609438 0.5 4.4 -2.2 -0.3060
S 34.407330 -1.211387 -12.181317 0.8 -0.1 3.7 0.5537
O 35.765440 -1.718326 -11.845490 -2.9 -0.2 -0.2 -0.3403
O 33.782172 -0.311697 -11.178996 0.8 -1.5 -1.0 -0.3656
C 33.051237 -2.617726 -12.292601 1.9 1.9 -1.2 -0.6552
F 31.799561 -2.097091 -12.263468 1.0 -0.8 -0.3 0.0966
F 33.279817 -3.370811 -13.374030 -0.8 0.3 0.1 0.1257
F 33.241102 -3.350378 -11.248337 -0.3 -1.2 1.7 0.1585
```
Forces are in eV/Å.



Density functional theory data (wB97M-V/def2-TZVPD) for C29H44NSiV as an isolated structure.

<S²> = 0.945
Orbital gap (spin up / spin down) = 7.05 / 7.58 eV
Highest occupied orbital energy (spin up / spin down) = -0.4170 / -0.4116 hartree
Multiplicity = 2
Charge = +1

Structure (XYZ):
```
76
Properties=species:S:1:pos:R:3:forces:R:3:lowdin_charge:R:1
V -0.881078 -0.731918 0.215319 0.2 0.8 0.3 0.7699
C -0.952852 -2.862573 2.222231 0.1 -0.1 0.3 -0.0428
N -1.457806 -2.577965 0.865878 0.0 -0.7 0.2 -0.3610
C -1.159933 -3.706060 -0.037829 0.0 -0.2 -0.1 -0.0457
C -2.920175 -2.330314 0.922996 -0.4 0.1 0.1 -0.1326
C -3.225596 -0.914141 1.365797 0.0 0.0 0.0 -0.2454
C -4.227456 -0.650146 2.289775 0.0 -0.1 0.0 -0.0233
C -4.604447 0.662160 2.536594 0.0 -0.1 0.0 -0.0440
C -4.011413 1.704170 1.833553 0.0 0.0 0.0 -0.0526
C -2.991106 1.442807 0.931834 0.0 0.1 0.0 -0.0762
C -2.551819 0.139690 0.723783 -0.2 -0.1 0.1 -0.1921
H -1.402549 -3.774946 2.624192 -0.1 0.0 -0.1 0.1149
H -1.204546 -2.039623 2.893937 0.0 0.0 0.0 0.0974
H 0.127173 -3.001397 2.199840 -0.1 0.0 -0.1 0.0816
H -1.717531 -4.598762 0.259760 0.0 0.1 0.1 0.1106
H -0.097303 -3.941037 -0.005282 0.0 0.1 0.0 0.0932
H -1.433126 -3.444458 -1.058228 0.0 0.1 0.0 0.0928
H -3.408560 -3.061115 1.574350 0.1 -0.1 0.0 0.1397
H -3.324902 -2.458494 -0.082389 0.1 -0.1 0.0 0.1423
H -4.720279 -1.471096 2.798745 0.0 0.0 0.0 0.1204
H -5.382647 0.867909 3.259678 0.0 0.0 0.0 0.1153
H -4.337245 2.722571 2.000155 0.0 0.0 0.0 0.1151
H -2.551432 2.258353 0.375919 0.1 0.1 0.0 0.0944
C -0.169014 1.297162 3.311937 0.1 0.0 0.0 -0.0937
C 1.195848 0.866152 2.754745 0.0 0.0 -0.3 -0.6145
C 2.254120 1.893894 3.185749 0.0 0.0 -0.1 -0.0827
C 1.562740 -0.468289 3.416664 0.0 0.0 0.0 -0.0953
Si 1.108756 0.735380 0.801510 0.8 0.4 0.4 0.8821
C 2.535360 -0.402102 0.097634 -0.3 0.2 0.0 -0.6166
C 2.171255 -1.869110 0.383685 0.0 0.3 0.1 -0.1021
C 3.894015 -0.084644 0.734767 0.0 0.0 0.0 -0.0780
C 2.663057 -0.265158 -1.426553 0.0 0.0 0.1 -0.0939
C 1.106427 2.509729 -0.046834 -0.2 -0.3 0.1 -0.5990
C 0.289767 3.540249 0.745266 0.1 -0.1 0.0 -0.0930
C 2.547921 3.033106 -0.134510 0.0 -0.1 0.1 -0.0832
C 0.513752 2.457694 -1.462038 0.1 0.0 0.1 -0.0985
H -0.089945 1.453352 4.392505 0.0 0.0 0.0 0.0955
H -0.934512 0.533245 3.146043 -0.1 0.0 0.0 0.0609
H -0.521421 2.227779 2.867237 -0.1 -0.1 0.1 0.0632
H 2.341040 1.887016 4.276743 0.0 0.0 0.0 0.0947
H 1.986137 2.907028 2.891099 0.1 0.0 0.0 0.0622
H 3.238385 1.664019 2.772895 0.0 0.0 0.1 0.0713
H 1.569047 -0.339936 4.503388 0.0 0.0 0.0 0.0974
H 2.556595 -0.812547 3.131618 -0.1 0.0 0.1 0.0656
H 0.841150 -1.255422 3.188536 0.1 0.1 0.1 0.0399
H 2.055212 -2.068082 1.449781 0.0 -0.1 -0.1 0.0559
H 2.963154 -2.525509 0.010787 -0.1 -0.1 -0.1 0.1019
H 1.248682 -2.142945 -0.150700 0.0 -0.1 0.0 0.0457
H 3.904010 -0.294382 1.804716 0.1 0.0 -0.1 0.0632
H 4.175817 0.958588 0.589810 0.0 -0.1 0.0 0.0715
H 4.667870 -0.704867 0.270744 0.0 0.0 0.0 0.0955
H 1.709135 -0.439629 -1.927501 0.1 0.0 0.0 0.0467
H 3.377899 -1.007976 -1.794979 0.0 0.0 0.0 0.0950
H 3.038593 0.715091 -1.718831 0.0 -0.1 0.0 0.0673
H 0.716001 3.750174 1.724786 -0.1 0.0 0.0 0.0645
H -0.742135 3.226164 0.879612 -0.1 0.0 0.0 0.0515
H 0.278875 4.481088 0.187513 0.0 0.0 0.0 0.0954
H 3.024800 3.083763 0.845881 0.0 0.0 -0.1 0.0709
H 2.528720 4.047264 -0.544606 0.0 0.0 0.0 0.0965
H 3.169403 2.425930 -0.792446 0.0 0.1 0.1 0.0620
H -0.537517 2.171275 -1.444577 -0.1 0.0 -0.1 0.0665
H 1.042806 1.759798 -2.110138 -0.1 0.0 0.0 0.0540
H 0.586457 3.452527 -1.912676 0.0 0.0 0.0 0.0939
C -0.880572 -0.636472 -1.662512 -0.2 -0.1 -1.0 -0.0949
C -0.915030 -0.706311 -2.883280 0.1 0.1 0.2 -0.0423
C -0.897347 -0.772140 -4.301299 0.0 0.0 -0.3 -0.2445
C 0.101326 -0.106467 -5.020822 0.0 0.0 0.1 -0.0201
C 0.115870 -0.174886 -6.401199 0.0 0.0 -0.1 -0.0627
C -0.858844 -0.898851 -7.075492 0.0 0.0 0.1 -0.0603
C -1.853472 -1.559087 -6.365404 0.0 0.0 -0.1 -0.0654
C -1.877203 -1.500848 -4.984785 0.0 0.0 0.1 -0.0252
H 0.853853 0.458706 -4.486378 0.0 0.0 0.0 0.1123
H 0.888991 0.339283 -6.956488 0.0 0.0 0.0 0.1116
H -0.845023 -0.946204 -8.156033 0.0 0.0 0.0 0.1115
H -2.613139 -2.120152 -6.893141 0.0 0.0 0.0 0.1108
H -2.651045 -2.007056 -4.423040 0.0 0.0 0.0 0.1169
```
Forces are in eV/Å.



Q: multiplicity of number 1 (C29H44F36N9O26S12)?
A: 1



Q: Number 1 is which compound?
A: C29H44F36N9O26S12



Q: The highest multiplicity belongs to which entry?
A: C29H44NSiV